No. 1
Density functional theory data (ωB97M-V with the def2-TZVPD basis set) for a structure of composition C5H8S in a non-equilibrium geometry.

As for the HOMO energy: -8.14 eV. Its HOMO-LUMO gap is 9.118 eV. As for the molecular weight: 100.19 g/mol. The value obtained for the energy relative to the best compared isomer or geometry (same formula, charge and spin) is 6.647 eV.

Structure (XYZ):
```
14
Properties=species:S:1:pos:R:3:mulliken_charge:R:1
C -2.95104 -0.45324 -0.27305 -0.603
C -1.86769 -0.41863 0.41068 -0.050
C -0.77936 0.75792 -0.01330 -0.583
C 2.01381 0.01507 0.18805 0.060
C 3.24851 -0.29419 -0.18246 -0.546
H -2.98060 0.59655 -1.01761 0.121
H -3.63187 -1.24848 -0.20316 0.325
H -1.46825 -1.23402 1.33744 0.225
H -1.08095 1.42287 -0.98368 0.218
H -0.23913 1.36635 0.83885 0.397
H 1.50229 1.27858 0.38182 0.074
H 3.99420 0.37636 0.12680 0.307
H 3.68540 -1.56420 -0.48141 0.165
S 0.55468 -0.60094 -0.12897 -0.111
```

---

No. 2
Density functional theory data (ωB97M-V with the def2-TZVPD basis set) for a structure of composition C5H35N2O13 in a non-equilibrium geometry.

As for the HOMO energy: -5.07 eV. Its HOMO-LUMO gap is 7.684 eV. As for the molecular weight: 331.34 g/mol. As for the net charge: -1. The value obtained for the energy relative to the best compared isomer or geometry (same formula, charge and spin) is 0.062 eV.

Structure (XYZ):
```
55
Properties=species:S:1:pos:R:3:mulliken_charge:R:1
C -1.08723 0.70562 1.62977 -0.506
O -1.23279 0.96132 2.99608 -0.871
C 0.35367 0.25172 1.33100 -0.140
C 0.42960 -0.26920 -0.10852 2.170
C 1.74545 -0.93186 -0.38449 -0.347
C 1.88156 -2.25653 -0.16032 -0.250
N 3.04108 -3.01504 -0.49237 -0.593
N 2.70629 -0.09670 -0.98985 -0.468
H -1.32634 1.63218 1.09339 0.179
H -1.85213 -0.07791 1.39498 0.116
H 0.59252 -0.59885 2.01493 0.109
H 1.05940 1.03281 1.49437 0.548
H 0.26739 0.53942 -0.82260 -0.687
H -0.42568 -0.94733 -0.24301 -0.779
H 1.04595 -2.84082 0.26210 0.418
H 3.92154 -2.54304 -0.40485 0.139
H 3.07867 -3.83488 -0.02802 0.197
H 3.61884 -0.43087 -0.92133 0.153
H 2.58656 0.92265 -0.82998 0.150
H 1.36878 -2.61828 -3.57994 0.360
H 2.38741 -3.16051 -2.59077 0.396
O 2.11703 -3.28975 -3.51305 -0.745
H 1.64532 -0.51471 -2.79615 0.403
H 0.52582 0.46772 -3.20327 0.280
O 0.90943 -0.43261 -3.41128 -0.842
H 0.17713 2.95940 -3.01431 0.229
H 0.61404 2.71099 -1.52817 0.283
O 0.17222 2.27391 -2.34791 -0.590
H -1.14403 3.62933 1.51015 0.294
H 0.14144 3.43187 2.48607 0.509
O -0.26507 4.03551 1.68660 -0.886
H 2.10195 3.43033 0.06424 0.256
H 0.68551 3.81908 0.46717 0.460
O 1.28140 3.59913 -0.31678 -0.767
H 0.15286 3.07613 4.38147 0.275
H -0.34078 1.76490 3.35455 0.549
O 0.48159 2.63507 3.61434 -0.843
H -2.80711 0.97161 -1.70389 0.544
H -1.44296 1.58756 -2.27243 0.354
O -2.25554 1.10525 -2.52868 -0.853
H -3.32971 -0.37161 -0.33305 0.546
H -3.55856 0.86132 0.61513 0.300
O -3.61784 0.55284 -0.29379 -0.780
H -1.13839 -0.31501 3.58286 0.372
H -0.08050 -1.31735 4.32011 0.273
O -0.95022 -1.35062 3.91971 -0.863
H -1.81872 -0.51549 -2.70511 0.529
H -0.54226 -1.33446 -2.91259 0.325
O -1.47061 -1.45911 -2.65752 -0.820
H -0.95910 -2.13570 2.45043 0.356
H -1.52432 -3.51907 1.87792 0.285
O -1.01211 -2.73576 1.62713 -0.686
H -2.05971 -2.19171 0.38472 0.349
H -2.17037 -1.88610 -1.13413 0.461
O -2.67836 -1.96681 -0.33107 -0.853
```